# C23H46Br10O7S

A molecular structure, C23H46Br10O7S (ωB97M-V with the def2-TZVPD basis set, OMol25).

The calculation puts the molar mass at 1265.72 g mol⁻¹. The calculation puts the max |F| at 0.17687 Eh/bohr. Its total energy is -750178.313 eV. The value obtained for the frontier orbital gap is 9.30 eV. The calculation puts the HOMO energy at -9.23 eV.

Last column: Mulliken charge in e.
Cartesian coordinates (Å):
C: 5.4535 -0.5319 2.9072  -0.4870
C: 3.8197 -0.7542 3.0739  -0.2639
O: 3.1022 -0.8097 1.7859  -0.3144
C: 3.0823 0.4943 1.1043  0.4825
O: 3.6935 0.6399 -0.1034  -0.5975
C: 2.3291 1.7602 1.8654  -0.4693
C: 1.1899 2.5031 0.9481  -0.4778
C: 0.4098 1.5275 -0.1150  0.0105
C: -0.2835 0.1935 0.5547  -0.3660
O: -1.6716 0.3802 1.0054  -0.1818
C: -2.5971 -0.5759 0.3609  -0.5663
C: -4.0901 -0.6448 1.0644  -0.0770
C: -4.6930 0.8787 1.0787  0.3362
C: -5.1782 1.4257 2.5450  -0.6621
C: -4.2155 1.0024 3.8024  -0.3870
S: -4.3950 2.1845 5.2925  1.0710
O: -4.0162 1.3361 6.5523  -0.6232
O: -5.8582 2.6695 5.4491  -0.5774
O: -3.2983 3.4911 5.1845  -0.4720
O: -4.9344 -1.4848 0.1506  -0.4344
C: -5.5920 -2.4792 1.0610  -0.6943
H: 5.7270 0.3424 2.1640  0.2411
H: 5.9396 -1.5499 2.5449  -0.1017
H: 5.9004 -0.3054 3.9679  0.3516
H: 3.6474 -1.7861 3.6459  0.3018
H: 3.4241 0.0787 3.8047  0.2416
H: 1.8595 1.3529 2.8838  0.3075
H: 3.1832 2.5076 2.1891  0.3524
H: 0.4460 3.0593 1.6845  0.1728
H: 1.7530 3.3560 0.3414  0.2930
H: -0.4332 2.2008 -0.6256  -0.3516
H: 1.1614 1.2646 -1.0043  0.3511
H: 0.3447 -0.1703 1.5018  0.1052
H: -0.2270 -0.6582 -0.2571  0.2787
H: -2.7853 -0.1475 -0.7374  0.2084
H: -2.1644 -1.6556 0.2336  0.2796
H: -4.1024 -1.1991 2.0948  0.5157
H: -3.9391 1.6002 0.5143  -0.5642
H: -5.6693 0.8588 0.3921  0.2284
H: -5.1408 2.6176 2.4851  0.3138
H: -6.3212 1.1619 2.6920  0.3065
H: -4.6377 -0.0384 4.2066  0.3024
H: -3.0940 0.8025 3.5155  0.2319
H: -2.4108 3.1163 5.5002  0.3724
H: -6.1615 -1.8951 1.9234  0.2773
H: -6.3786 -3.1343 0.4744  0.3416
H: -4.7831 -3.2062 1.5270  0.2969
Br: 9.5533 -1.1330 -0.1019  -0.1578
C: 8.0288 -1.8957 -1.0490  -0.3580
C: 6.8247 -2.0120 -0.1435  -0.3968
Br: 6.9992 -3.5279 1.0722  -0.1724
H: 8.3560 -2.8543 -1.4616  0.1491
H: 7.8282 -1.2012 -1.8697  0.3976
H: 5.9225 -2.2180 -0.7261  0.3607
H: 6.6588 -1.1252 0.4742  0.1579
Br: 9.4875 -5.9256 -2.4970  -0.1350
C: 10.7627 -5.2387 -3.8027  -0.5591
C: 10.5958 -3.7498 -3.9995  -0.5098
Br: 9.0410 -3.3542 -5.1095  -0.1155
H: 10.6225 -5.8164 -4.7207  0.3704
H: 11.7473 -5.4640 -3.3835  0.3371
H: 11.4473 -3.3351 -4.5458  0.3613
H: 10.4674 -3.1999 -3.0632  0.2480
Br: 0.2533 6.1477 -1.6355  -0.1655
C: -1.2712 5.3850 -2.5826  -0.6391
C: -2.4753 5.2687 -1.6771  0.1307
Br: -2.3008 3.7528 -0.4614  -0.0172
H: -0.9440 4.4264 -2.9952  0.3606
H: -1.4718 6.0795 -3.4033  0.4142
H: -3.3775 5.0627 -2.2597  -0.4046
H: -2.6412 6.1554 -1.0594  0.4077
Br: -5.9204 3.3625 -1.2382  -0.0873
C: -6.5945 3.1086 -3.0504  -0.5488
C: -5.4887 3.2516 -4.0704  -0.6093
Br: -5.0321 5.1263 -4.3586  -0.1634
H: -7.4100 3.8237 -3.1911  0.3674
H: -7.0009 2.0934 -3.0624  0.3484
H: -5.8158 2.8858 -5.0476  0.3689
H: -4.5661 2.7388 -3.7852  0.3474
Br: -2.2708 -3.7326 -3.1458  -0.1442
C: -2.9472 -4.8996 -1.7375  -0.5938
C: -4.4534 -5.0080 -1.7932  -0.6316
Br: -5.3038 -3.4109 -1.0639  -0.0253
H: -2.5753 -4.5035 -0.7882  0.3236
H: -2.4835 -5.8717 -1.9273  0.3776
H: -4.8045 -5.8295 -1.1626  0.3335
H: -4.8417 -5.1417 -2.8065  0.3692